(1)
Entry from the Open Molecules 2025 dataset: a structure of composition C23H31BrCrN3OS4Si2Te (wB97M-V/def2-TZVPD).

Summary:
LUMO (alpha / beta), Ha: -0.0480 / -0.0355
Gap between HOMO and LUMO (alpha / beta), eV: 6.080 / 6.557
Expectation value of S²: 3.8703
E_tot, eV: -195728.4592
2S+1: 4
Largest force on an atom, eV Å⁻¹: 0.92
Energy relative to the best compared isomer or geometry (same formula, charge and spin), kcal per mole: 5.07

XYZ file:
```
67
Properties=species:S:1:pos:R:3:nbo_charge:R:1
Cr 0.097 -0.212 0.589 0.9017
S 2.391 -0.513 0.679 -0.4316
S 3.356 1.304 0.699 -0.0093
S 1.851 2.554 0.024 0.0016
S 0.275 2.004 1.215 -0.3671
Br -0.439 -6.282 5.469 0.0702
C -1.488 -6.179 3.903 -0.0845
C -2.150 -4.999 3.594 -0.2276
C -2.907 -4.924 2.437 -0.2423
C -3.018 -6.031 1.601 0.1231
C -2.378 -7.212 1.944 -0.2096
C -1.599 -7.291 3.087 -0.2354
N -3.917 -6.117 0.466 -0.1580
N -4.223 -5.141 -0.231 -0.0953
C -3.475 -3.914 -0.231 -0.0217
C -4.223 -2.786 -0.429 -0.1324
C -3.687 -1.483 -0.371 -0.3213
C -2.343 -1.318 -0.138 0.4167
O -1.736 -0.167 0.014 -0.7730
C -1.523 -2.504 -0.099 0.0398
N -0.181 -2.251 -0.026 -0.4991
C 0.658 -3.261 -0.032 0.1048
C 0.217 -4.592 -0.137 -0.2595
C -1.118 -4.858 -0.204 -0.1132
C -2.057 -3.797 -0.153 -0.0209
H -2.076 -4.146 4.255 0.2287
H -3.445 -4.014 2.209 0.2291
H -2.498 -8.073 1.299 0.2312
H -1.098 -8.212 3.350 0.2335
H -5.286 -2.927 -0.583 0.2332
H -4.320 -0.617 -0.499 0.2344
H 1.713 -3.019 0.031 0.2261
H 0.946 -5.389 -0.172 0.2345
H -1.453 -5.880 -0.319 0.2300
C -4.713 0.269 4.485 -1.1137
Si -3.078 0.750 3.726 1.6619
C -3.364 1.514 2.067 -1.1234
C -2.198 1.983 4.809 -1.1318
C -2.154 -0.901 3.688 -1.1614
Te -0.146 -1.167 3.013 0.7968
C 0.816 0.136 4.388 -1.1408
Si 1.968 -0.786 5.565 1.6491
C 1.039 -2.194 6.354 -1.1288
C 3.378 -1.416 4.532 -1.1256
C 2.517 0.403 6.883 -1.1158
H -5.391 1.124 4.530 0.2425
H -4.593 -0.111 5.501 0.2354
H -5.201 -0.508 3.892 0.2364
H -3.919 2.445 2.213 0.2421
H -3.944 0.869 1.407 0.2395
H -2.435 1.758 1.550 0.2591
H -2.845 2.849 4.963 0.2481
H -1.285 2.342 4.327 0.2492
H -1.943 1.585 5.793 0.2323
H -2.734 -1.605 3.081 0.2482
H -2.135 -1.301 4.706 0.2472
H 0.026 0.677 4.900 0.2548
H 1.383 0.835 3.767 0.2781
H 0.689 -2.917 5.614 0.2420
H 0.169 -1.833 6.908 0.2348
H 1.678 -2.732 7.057 0.2456
H 3.005 -1.872 3.610 0.2452
H 3.973 -2.166 5.056 0.2414
H 4.041 -0.601 4.236 0.2486
H 1.658 0.783 7.439 0.2386
H 3.058 1.255 6.470 0.2452
H 3.177 -0.097 7.596 0.2425
```


(2)
Entry from the Open Molecules 2025 dataset: a structure of composition C23H31F6O3V in a non-equilibrium geometry (wB97M-V/def2-TZVPD).

Summary:
LUMO (alpha / beta), Ha: 0.0175 / 0.0173
Gap between HOMO and LUMO (alpha / beta), eV: 7.734 / 8.294
Expectation value of S²: 2.0284
E_tot, eV: -72487.8297
2S+1: 3
Largest force on an atom, eV Å⁻¹: 3.06
Energy relative to the best compared isomer or geometry (same formula, charge and spin), kcal per mole: 0.00

XYZ file:
```
64
Properties=species:S:1:pos:R:3:nbo_charge:R:1
O 0.173 -0.462 -4.382 -0.5684
C -0.048 0.883 -4.985 -0.0614
C -0.141 0.420 -6.418 -0.4792
H 0.806 1.552 -4.798 0.1890
H -0.993 1.336 -4.633 0.1827
C 0.012 -0.966 -5.761 0.2799
H 0.713 0.760 -7.004 0.2143
H -1.112 0.653 -6.861 0.2137
C 1.269 -1.728 -6.157 -0.6236
H 2.164 -1.117 -5.986 0.2174
H 1.199 -2.058 -7.210 0.2128
H 1.349 -2.603 -5.513 0.2159
C -1.250 -1.811 -5.887 -0.6266
H -2.129 -1.241 -5.559 0.2121
H -1.147 -2.695 -5.254 0.2157
H -1.384 -2.126 -6.937 0.2158
V -0.371 -0.712 2.357 1.1787
C -2.277 -1.125 3.542 -0.3382
C -2.058 0.286 3.581 -0.2484
C -2.143 0.796 2.249 -0.2836
H -1.924 0.864 4.482 0.2568
C -2.462 -0.300 1.382 -0.3319
C -2.552 -1.485 2.179 -0.3155
H -2.862 -2.467 1.815 0.2410
H -2.321 -1.768 4.420 0.2435
H -2.088 1.839 1.957 0.2428
H -2.704 -0.210 0.323 0.2401
C 0.767 -2.210 3.653 -0.3573
C -0.038 -2.946 2.722 -0.2950
C 0.453 -2.678 1.400 -0.3484
H -0.844 -3.628 2.983 0.2382
C 1.575 -1.790 1.517 -0.2730
C 1.776 -1.520 2.904 -0.2356
H 2.608 -0.971 3.323 0.2389
H 0.670 -2.219 4.738 0.2488
H 0.099 -3.136 0.479 0.2417
H 2.225 -1.457 0.712 0.2418
O 0.527 0.330 -0.217 -0.5586
C -0.262 -0.540 -1.093 -0.0693
C -0.935 0.377 -2.095 -0.4414
H -0.997 -1.124 -0.505 0.1885
H 0.435 -1.262 -1.557 0.1846
C 0.084 1.521 -2.178 -0.4361
H -1.862 0.787 -1.674 0.1889
H -1.143 -0.144 -3.027 0.2579
C 0.392 1.690 -0.708 -0.0526
H -0.263 2.427 -2.685 0.2156
H 0.998 1.157 -2.669 0.2105
H -0.469 2.184 -0.217 0.1640
H 1.323 2.212 -0.466 0.1941
C 2.448 2.047 3.441 -0.6358
C 1.080 1.698 3.994 0.1466
O 0.450 0.704 3.276 -0.7945
C 1.191 1.205 5.507 0.9582
F 1.557 2.177 6.380 -0.3239
F 0.028 0.661 5.957 -0.3220
F 2.132 0.212 5.581 -0.3352
C 0.196 3.018 3.958 0.9582
F 0.798 4.076 4.563 -0.3257
F -0.006 3.365 2.648 -0.3327
F -1.032 2.876 4.522 -0.3251
H 3.047 1.135 3.352 0.2281
H 2.956 2.764 4.096 0.2279
H 2.316 2.485 2.445 0.2341
```


(3)
Entry from the Open Molecules 2025 dataset: a structure of composition C23H31LaN2O4 in a non-equilibrium geometry (wB97M-V/def2-TZVPD).

Summary:
LUMO (alpha / beta), Ha: 0.1582 / 0.1582
Gap between HOMO and LUMO (alpha / beta), eV: 2.211 / 2.216
E_tot, eV: -36381.4169
Net charge: -2
Largest force on an atom, eV Å⁻¹: 5.73

XYZ file:
```
61
Properties=species:S:1:pos:R:3:mulliken_charge:R:1
La 0.306 -0.993 -0.559 0.8691
C 1.069 -2.754 0.909 -0.4982
C -0.380 -2.760 0.933 -0.5761
C -0.843 -3.215 -0.344 -0.6667
H -1.003 -2.389 1.733 0.5409
C 0.306 -3.494 -1.156 -0.1559
C 1.484 -3.217 -0.389 -0.9664
H 2.509 -3.312 -0.726 0.5817
H 1.713 -2.408 1.704 0.5939
H -1.881 -3.213 -0.667 0.4308
H 0.287 -3.789 -2.204 0.3349
C 1.878 0.728 0.009 -0.0353
C 2.693 -0.405 -0.335 -0.9353
C 2.532 -0.649 -1.742 -0.7043
H 3.277 -0.994 0.362 0.5456
C 1.657 0.355 -2.268 0.2608
C 1.238 1.203 -1.186 -1.0172
H 0.486 1.986 -1.233 0.5012
H 1.711 1.106 1.010 0.6742
H 2.972 -1.463 -2.312 0.5119
H 1.288 0.397 -3.293 0.1007
O -0.880 -1.109 -2.334 0.8967
C -0.411 -0.780 -5.156 0.9630
C -1.656 -0.579 -4.402 -1.8959
C 0.060 -2.139 -5.429 -1.4663
C 0.210 0.368 -5.839 -1.8512
C -1.469 -0.084 -2.966 -0.7349
H -2.242 -1.508 -4.341 0.1087
H -2.289 0.180 -4.872 0.2504
H -0.884 0.847 -2.943 0.0671
H -2.416 0.091 -2.457 0.2949
H -0.435 -2.592 -6.312 0.4367
H -0.145 -2.820 -4.582 0.0717
H 1.144 -2.185 -5.637 0.1995
H -0.227 0.553 -6.839 0.6492
H 1.293 0.227 -6.008 0.1864
H 0.087 1.312 -5.279 0.2359
C -2.976 1.379 3.890 -1.2476
C -1.840 2.401 3.859 -0.9845
C -0.432 1.759 3.640 2.7135
C 0.748 2.777 3.802 -1.3985
C 0.764 3.953 2.848 -1.2617
C -0.217 0.825 4.821 -0.2298
O -0.288 1.203 5.987 -0.7381
N 0.086 -0.470 4.567 0.0813
C 0.229 -1.038 3.292 -0.0542
O 0.509 -2.230 3.377 -0.7215
N 0.020 -0.283 2.173 0.7060
C -0.365 1.009 2.277 -0.9266
O -0.634 1.681 1.243 -0.7062
H -3.039 0.840 2.938 0.2761
H -3.921 1.907 4.060 0.4711
H -2.846 0.656 4.704 0.2689
H -2.015 3.134 3.066 0.4048
H -1.825 2.938 4.822 0.3756
H 0.721 3.185 4.826 0.5168
H 1.695 2.220 3.703 0.4154
H -0.138 4.559 2.976 0.2937
H 1.634 4.566 3.095 0.4315
H 0.858 3.613 1.812 0.2128
H 0.236 -1.085 5.374 0.2995
```


(4)
Entry from the Open Molecules 2025 dataset: a cluster of 2 separate species, C23H31N2 in total in a non-equilibrium geometry (wB97M-V/def2-TZVPD).

Summary:
LUMO, Ha: -0.1862
Gap between HOMO and LUMO, eV: 5.797
E_tot, eV: -27327.8878
Net charge: +1
Largest force on an atom, eV Å⁻¹: 1.94
Energy relative to the best compared isomer or geometry (same formula, charge and spin), kcal per mole: 9.20

XYZ file:
```
56
Properties=species:S:1:pos:R:3:nbo_charge:R:1
C 4.736 1.051 2.970 -0.4161
N 3.315 0.720 2.968 -0.2701
C 2.292 1.616 2.864 0.1622
C 1.062 0.942 2.893 -0.1966
C -0.200 1.576 2.925 0.0844
C -1.483 0.930 2.872 -0.1000
C -1.773 -0.112 1.967 -0.1599
C -2.977 -0.768 2.008 -0.2177
C -3.939 -0.446 2.961 0.0783
C -5.194 -1.241 3.070 -0.6465
C -3.681 0.607 3.834 -0.2280
C -2.503 1.307 3.772 -0.1338
C 1.381 -0.463 3.063 -0.0068
C 0.590 -1.595 3.267 -0.1992
C 1.199 -2.816 3.414 -0.1889
C 2.589 -2.936 3.370 -0.1807
C 3.390 -1.830 3.216 -0.2120
C 2.784 -0.579 3.078 0.1152
H 5.337 0.150 3.057 0.2356
H 4.993 1.553 2.041 0.2327
H 4.976 1.707 3.805 0.2330
H 2.416 2.684 2.793 0.2390
H -0.197 2.632 3.142 0.2206
H -1.031 -0.391 1.238 0.2322
H -3.181 -1.562 1.309 0.2302
H -5.867 -0.826 3.821 0.2285
H -5.729 -1.261 2.120 0.2407
H -4.974 -2.271 3.358 0.2404
H -4.419 0.861 4.576 0.2306
H -2.320 2.109 4.466 0.2218
H -0.478 -1.499 3.328 0.2322
H 0.591 -3.692 3.564 0.2306
H 3.033 -3.916 3.442 0.2352
H 4.459 -1.933 3.191 0.2278
C 2.809 2.458 -2.364 -0.6059
C 1.611 2.202 -1.464 -0.3953
C 0.631 3.369 -1.446 -0.2093
N -0.553 3.128 -0.613 -0.6251
C -1.514 4.236 -0.560 -0.2091
C -2.714 3.961 0.339 -0.3970
C -3.706 5.113 0.356 -0.6051
H 3.504 1.615 -2.371 0.2128
H 2.497 2.636 -3.395 0.2143
H 3.366 3.339 -2.037 0.2027
H 1.080 1.297 -1.786 0.2091
H 1.943 1.993 -0.438 0.1686
H 1.139 4.284 -1.118 0.1559
H 0.286 3.571 -2.466 0.1947
H -0.295 2.825 0.331 0.3317
H -1.006 5.155 -0.240 0.1571
H -1.860 4.427 -1.582 0.1933
H -3.206 3.039 0.003 0.2070
H -2.363 3.747 1.357 0.1733
H -4.564 4.905 1.000 0.2145
H -3.239 6.032 0.718 0.2053
H -4.089 5.318 -0.646 0.2116
```